[1]
19
Properties=species:S:1:pos:R:3:forces:R:3 method="wB97M-V/def2-TZVPD" de_lowest_ev=0.8359 energy_ha=-494.091974 orbital_gap_ha=0.31070 charge=-1 homo_ev=-4.8117 lumo_energy_ev=3.6
O -0.75593 1.48335 1.57571 -0.715 0.520 -0.382
O -0.80975 1.11568 3.80931 -0.432 0.597 -0.703
N -0.26394 0.38976 -0.65958 0.801 0.554 0.588
N 1.33466 -0.00455 -2.15754 0.421 -0.175 0.284
C -0.56294 0.82791 2.62341 1.215 -1.726 1.985
C 0.97078 0.76208 -1.11378 -0.753 -1.141 -2.229
C 0.24140 -0.53527 2.53654 0.368 0.848 -0.230
C 0.37735 -0.94538 -2.29788 -1.429 -0.125 -0.264
C -0.62072 -0.72588 -1.37464 -0.147 1.105 0.452
C 0.23144 -1.97888 -3.39771 0.512 0.164 1.488
H 0.38362 -2.93548 -2.88209 0.267 -0.190 -0.637
H -1.63288 -1.08351 -1.22768 0.324 -0.451 -0.113
H -0.70504 0.79340 0.28389 0.823 -0.105 -0.628
H 0.24514 -0.98302 1.56369 -0.115 -0.220 -0.780
H 0.97331 -1.80054 -4.18084 -0.401 -0.239 -0.065
H 1.30882 -0.29931 2.74741 -0.675 -0.128 0.122
H 1.53057 1.67633 -1.10856 -0.300 0.462 1.402
H -0.81723 -1.97828 -3.69919 0.249 0.072 -0.569
H -0.12743 -1.27325 3.24191 -0.014 0.177 0.279

[2]
120
Properties=species:S:1:pos:R:3:forces:R:3 method="wB97M-V/def2-TZVPD" de_lowest_ev=6.3992 energy_ha=-2861.646814 orbital_gap_ha=0.34212 smiles="COC(=O)OC.COC(=O)OC.COC(=O)OC.CNC(C)=O.CNC(C)=O.CNC(C)=O.CNC(C)=O.CC(N)=O.CC(N)=O.CC(N)=O.CC(N)=O" charge=0 homo_ev=-9.3500 lumo_energy_ev=0.0
O 3.54079 17.67301 26.97905 -0.842 3.146 1.285
O -1.55043 28.21523 33.15193 -0.361 -0.878 1.771
O 3.01672 22.91875 19.63891 -1.357 -0.894 -0.646
O -2.16499 32.91908 26.39506 0.170 0.387 0.156
O 6.27798 25.62787 26.43368 1.175 -0.565 -0.279
O 11.27884 21.35506 29.76933 0.406 0.907 -1.076
O 11.25361 19.80959 20.85469 1.138 -1.363 1.621
O 3.01075 19.63554 27.95343 0.056 -5.663 -2.139
O 10.01983 18.30291 21.85334 -2.118 -3.422 -0.982
O 0.04242 27.85360 17.13497 -0.545 -0.366 -0.302
O -2.69766 31.90576 24.55522 -0.421 -3.950 -5.152
O 5.10882 33.70444 28.21624 2.262 -0.112 1.335
O 11.70706 18.93748 23.00270 -0.897 -1.294 -2.328
O 3.50272 19.56653 25.67778 -1.079 -0.469 1.516
O -4.07649 33.10589 25.36149 -6.206 2.826 -0.622
O -3.24956 23.34447 26.50762 0.574 -0.373 0.124
O 16.18123 28.13088 19.84249 -0.218 0.258 1.150
N -3.14204 24.55511 24.62828 2.327 -0.204 -4.220
N 10.82389 20.21391 31.57376 -1.298 -2.997 2.987
N 3.20604 34.25552 27.42039 -3.993 2.095 -0.363
N 2.84152 20.71201 19.80177 0.264 -2.101 0.775
N 1.75222 28.47413 18.33987 2.998 -0.242 1.912
N 14.69647 27.84222 18.24694 -3.096 -3.985 0.682
N 0.16346 28.18306 31.70250 0.951 -0.760 1.099
N 5.89248 25.98656 24.29937 -1.490 0.120 -1.764
C -3.63392 24.22948 25.76909 -2.014 0.046 2.815
C -2.93891 32.68093 25.47676 5.212 0.778 5.475
C 1.67791 21.70590 17.96915 0.826 0.390 0.043
C 6.67796 25.54538 25.27864 0.092 0.643 1.240
C 3.27552 19.02123 26.74098 2.067 -0.241 0.148
C 15.20621 27.50535 19.45600 2.199 0.498 -1.885
C -1.92469 29.43862 31.14873 0.140 -0.636 0.203
C 0.17232 30.16954 17.66321 0.404 0.718 -0.061
C 0.65198 28.73390 17.71011 -2.879 0.745 -1.537
C -4.74879 25.15523 26.19084 -0.802 -1.320 0.315
C 9.43409 19.78278 29.55354 1.497 -0.592 1.049
C 2.54356 21.84923 19.22704 0.567 2.547 -0.864
C 11.07083 19.01946 21.78432 1.065 3.845 -0.524
C 4.31370 32.32219 26.47437 -0.478 -0.580 -0.043
C -1.93233 23.93186 24.07436 0.197 0.295 -0.194
C 14.75527 26.21645 20.07588 0.245 0.517 0.639
C 10.62127 20.50000 30.31550 -0.564 1.466 -2.427
C 0.89869 28.56848 30.53425 -1.482 0.746 -0.876
C 9.25185 18.03763 20.61115 -0.979 1.258 0.838
C 4.21703 33.44779 27.46057 2.445 -1.229 -0.939
C 12.76554 19.77378 23.30962 1.265 1.658 0.772
C -1.08211 28.52325 32.09821 -1.082 1.710 -1.896
C -4.61371 33.99862 26.33349 -0.451 0.130 -0.114
C 4.07373 16.85465 25.97785 0.271 -0.539 -0.608
C 2.58135 20.90484 28.03017 1.203 3.479 0.051
C -1.48114 31.30078 24.32500 1.337 -0.654 0.058
C 8.01835 25.13627 24.73567 1.303 -0.344 0.645
C 11.64012 20.87654 32.63142 -0.230 -0.036 -2.280
C 15.05997 28.87460 17.40519 1.934 1.472 0.165
H -4.72388 33.48136 27.28660 -0.119 0.074 -0.089
H -1.63800 30.54737 23.55308 0.028 0.518 -0.380
H -1.71283 29.24008 30.09812 0.309 0.631 -0.017
H 9.73085 17.89967 19.64181 0.975 -0.174 0.665
H 13.44649 20.16667 22.55461 -0.682 -0.368 -0.959
H -5.49804 24.48637 26.61436 0.006 0.182 0.512
H -1.64904 23.00272 24.56886 -0.328 0.271 0.316
H -3.00427 29.31819 31.23874 0.108 -0.823 0.453
H 13.46781 19.26449 23.96959 -0.530 -0.193 0.368
H 2.30011 29.19061 18.79439 -0.122 -0.314 -0.057
H 8.82370 25.80452 25.04056 -0.255 0.246 0.576
H 2.27266 33.90083 27.26843 0.071 0.195 -0.374
H 14.64966 29.77532 17.86174 0.114 0.585 -0.918
H 8.63084 18.92269 20.47305 -0.028 0.061 -0.012
H 8.88931 20.48941 28.92745 0.071 -0.095 0.324
H 16.14544 28.88806 17.50364 0.284 0.783 -0.218
H 2.90461 19.96656 19.12322 0.062 -0.490 0.845
H 15.61339 25.92530 20.68166 -0.221 -0.214 0.063
H 12.66523 20.80819 32.26729 0.144 0.452 0.372
H 14.06498 27.14088 17.88716 -0.166 0.289 -0.014
H -5.28672 25.61341 25.36090 0.486 0.689 0.121
H -4.31617 25.77771 26.97407 -0.472 0.410 -0.248
H 11.26117 21.89783 32.59319 0.551 0.145 0.515
H -1.12423 24.65771 24.16499 0.224 -0.177 0.061
H 4.99943 16.38811 26.31477 -0.237 -0.214 0.627
H 14.87107 28.69622 16.34661 -0.598 0.086 0.307
H 14.53031 25.42785 19.35782 -0.270 0.187 0.071
H 8.31103 24.16432 25.13283 -0.082 -0.095 -0.201
H -5.56193 34.26022 25.86388 -0.083 0.084 0.560
H 6.01659 25.53349 23.40527 -0.167 0.361 -0.069
H 2.09177 22.52188 17.37670 -1.253 0.370 -0.271
H -1.10330 30.70743 25.15762 -0.061 0.469 0.463
H 4.93861 26.15466 24.58567 -0.017 0.026 -0.124
H 0.60842 29.59537 30.31211 0.593 0.267 -0.052
H 4.42484 17.34744 25.07122 -0.846 0.384 -0.104
H 9.85443 18.98337 28.94335 0.251 0.300 -0.433
H 8.56466 17.22010 20.82912 0.472 -0.079 0.215
H 1.97918 28.47386 30.64234 -0.296 -0.115 0.043
H 3.27643 16.12274 25.84857 0.485 -0.278 -0.735
H 0.34565 30.76103 18.56221 -0.135 -0.351 0.379
H 5.30710 32.20125 26.04234 0.053 0.272 0.417
H -1.84308 30.46895 31.49494 0.735 0.167 -0.496
H -4.02330 34.90292 26.48098 0.252 -0.231 -0.180
H 12.32817 20.65059 23.78711 0.318 0.077 0.332
H 11.57664 20.43311 33.62512 -0.471 -0.175 -0.395
H 2.43699 21.39449 27.06710 -0.597 -0.262 -0.060
H 3.43119 20.78453 20.61857 0.222 -0.415 -0.233
H 0.47696 28.01724 29.69380 0.711 -0.322 -0.365
H 3.48981 21.37475 28.40701 -0.256 1.022 0.377
H 0.62157 21.62289 18.22475 -0.032 1.051 -0.061
H -0.78420 32.09552 24.05896 0.371 -0.436 -0.170
H 8.82948 19.19893 30.24756 -0.535 0.511 0.076
H 8.13126 25.19061 23.65289 -0.579 -0.408 -0.026
H 13.93254 26.46544 20.74612 -0.208 -0.479 -0.042
H 1.79225 20.82320 17.33995 0.704 -0.423 0.434
H 3.28107 35.03687 28.05594 -0.151 -0.194 0.135
H 1.79464 21.06456 28.76752 -0.222 -0.359 -0.372
H 0.78559 30.70731 16.94017 -0.045 -0.107 -0.397
H -0.87090 30.26172 17.36109 0.190 -0.306 0.057
H 4.09817 31.44028 27.07758 -0.036 -0.370 -0.359
H 10.32077 19.35242 31.73127 0.179 0.115 1.277
H 0.67792 27.62623 32.36985 -0.322 0.017 0.129
H 3.61858 32.41272 25.63968 -0.202 -0.080 0.193
H -3.67708 25.12638 23.98994 0.188 0.054 0.395
H 2.03762 27.50613 18.38031 0.133 0.202 0.009
H -2.01664 23.69609 23.01351 -0.377 0.127 -0.002

[3]
33
Properties=species:S:1:pos:R:3:forces:R:3 method="wB97M-V/def2-TZVPD" de_lowest_ev=0.0000 energy_ha=-4009.014294 orbital_gap_ha=0.29358 charge=-3 homo_ev=-1.9783 lumo_energy_ev=6.0
S 0.03047 -0.25625 3.33320 -0.033 0.372 0.252
S -3.58019 0.30138 -1.47127 0.007 -0.730 -0.552
S 2.23948 -2.02509 -2.19896 -0.257 -0.168 0.055
S 0.91255 3.37199 -1.00619 0.174 0.166 -0.265
Na -0.22149 -0.00502 -0.43875 -0.061 0.318 0.162
F -6.03964 -0.46543 -0.76304 0.444 -0.268 0.015
F 1.40222 0.39774 5.51733 0.010 -0.072 0.104
F 2.66026 1.50935 -0.28056 0.030 -0.293 -0.155
F 3.40452 3.53100 -0.12434 0.068 0.069 -0.103
F -4.83379 -2.05506 -1.63446 -0.033 0.135 0.186
F 0.89068 2.07430 4.25267 0.043 0.004 0.037
F 0.37394 -3.86617 -2.71589 0.018 0.043 -0.028
F 2.48689 0.73442 3.68334 0.164 -0.044 -0.083
F 2.40031 -4.59554 -2.87873 0.143 -0.096 -0.212
F 2.00649 2.77957 1.33071 -0.100 0.000 0.118
F -4.44481 -1.39536 0.39932 -0.168 0.055 -0.278
F 1.53126 -4.25374 -0.94013 0.043 -0.086 0.233
O -2.33319 -0.45352 -1.39254 -0.167 0.384 0.063
O 1.41604 -1.40482 -1.17652 0.063 -0.001 -0.176
O 0.01409 0.35451 2.02237 -0.118 -0.122 -0.247
O 3.62146 -2.22604 -1.84301 0.270 0.072 0.092
O 1.49789 3.44870 -2.33068 -0.076 -0.057 0.131
O -3.74741 1.37757 -0.54352 0.023 0.349 0.357
O 0.63998 4.65312 -0.38829 -0.181 -0.022 -0.003
O 1.98435 -1.60451 -3.55384 0.038 0.023 -0.077
O 0.60216 -1.57281 3.40474 0.259 -0.527 0.011
O -4.07174 0.53493 -2.81494 0.090 -0.073 0.177
O -1.14295 -0.04984 4.15101 -0.202 0.045 -0.032
O -0.10866 2.35280 -0.83925 0.215 0.000 0.065
C 1.26743 0.78401 4.22716 -0.152 0.170 -0.081
C -4.76894 -0.96813 -0.83437 -0.309 0.102 0.041
C 2.30634 2.75300 0.02921 0.023 0.188 0.187
C 1.60402 -3.76107 -2.18178 -0.266 0.062 0.008